# 1
A cluster of 6 separate species, C14H34Cl6O12S4 in total, computed with ωB97M-V with the def2-TZVPD basis set.

Each line ends with the Mulliken charge.
Positions of all 70 atoms, in Å:
O -2.586 0.776 4.048  -0.3887
O 5.926 1.253 -4.742  -0.6098
H 2.444 -1.291 1.653  0.1605
C -1.506 0.866 3.110  0.7092
H 3.435 0.349 0.030  -0.1499
Cl -0.754 -0.775 -1.803  -0.0754
H -1.806 0.557 -0.284  -0.6399
S -1.683 -3.423 0.983  1.0612
O -1.950 -2.146 1.585  -0.4257
H -0.183 1.085 4.965  0.4633
H 1.157 0.032 -5.016  0.3352
H -3.990 1.202 1.188  0.2173
H 3.931 1.375 1.380  0.3181
H -2.271 -4.392 3.029  0.3249
H 1.824 4.584 0.323  0.3985
C -4.481 0.673 2.005  -0.5872
C -0.160 1.171 3.879  -1.0631
H 1.921 -0.867 -1.806  -0.6870
H 5.661 3.158 -2.609  0.4919
C 4.732 2.615 -2.782  -0.7587
H 2.153 2.110 -5.823  0.3604
H -4.193 -2.716 1.389  -0.0876
H -6.418 -3.708 0.530  0.3662
C -4.269 -3.716 0.964  0.3610
H -5.369 -2.913 -0.689  0.1458
C -5.464 -3.748 0.005  -1.1871
C 1.011 0.944 -4.437  -0.7804
O 3.449 1.178 -4.566  -0.1729
C 3.233 0.597 1.072  0.2887
C -1.427 -4.573 2.363  -1.0400
Cl 2.732 -2.746 -0.619  -0.1272
H 1.576 3.873 1.902  0.3247
O -3.096 -4.042 0.318  -0.3239
Cl 1.616 -2.780 -3.284  -0.1112
O 1.971 2.057 -1.186  -0.2775
Cl -3.652 -0.762 -1.183  -0.0968
O 4.580 3.307 -5.408  -0.6032
H -4.085 -0.334 2.136  -0.0565
C 2.499 -1.743 -2.099  0.9479
H -5.566 0.606 1.925  0.4887
H -1.695 1.533 2.269  0.2608
H -1.464 -0.105 2.615  -0.2158
H 4.193 -1.267 1.833  0.3807
O 1.897 1.096 1.243  0.0485
H -1.514 -5.587 1.975  0.3928
O -3.742 2.915 3.254  -0.5997
H 2.165 2.726 -4.121  0.3226
C 3.286 -0.682 1.983  -1.2281
Cl -2.315 1.691 -2.327  -0.1441
H 3.107 -0.397 3.020  0.3473
H -0.502 -4.320 2.882  0.3661
O -0.146 2.371 0.332  -0.5373
H 3.103 3.581 1.193  0.3439
S -4.018 1.528 3.626  1.1394
C 2.206 1.848 -4.766  -0.2420
H 0.610 0.495 3.505  0.1041
H -5.528 -4.625 -0.639  0.3440
O -5.106 1.185 4.545  -0.6069
O -0.616 -3.591 -0.057  -0.5622
H -0.003 1.257 -4.685  0.3826
C -2.145 0.219 -1.263  0.8564
Cl 4.036 -1.158 -2.672  -0.0958
H 0.968 0.690 -3.378  -0.1607
H -4.541 -4.387 1.779  0.3265
C 2.052 3.712 0.935  -1.1016
H 4.796 1.739 -2.137  0.1001
S 1.300 2.250 0.156  0.6736
S 4.773 2.138 -4.588  1.1382
H 0.063 2.224 3.711  0.2022
H 3.838 3.229 -2.668  0.2506

Cartesian forces, eV/Å:
O -2.60 1.08 0.16
O -1.90 1.24 -0.23
H 0.07 -0.09 0.14
C 1.24 -0.75 0.22
H -0.15 -0.05 -0.03
Cl -0.80 0.16 -0.04
H -0.69 0.08 -0.07
S 1.79 -1.61 -2.26
O -0.02 -0.02 -0.49
H -0.60 -0.41 -0.08
H -0.04 -0.29 0.16
H -0.21 -0.07 0.11
H 0.14 -0.05 0.11
H 0.04 0.06 0.04
H 0.31 -0.18 -0.18
C 0.98 0.03 1.61
C -1.09 0.29 -0.79
H -0.20 -0.33 -0.25
H -0.19 0.38 -0.17
C 0.57 0.07 -1.53
H 0.00 0.40 0.12
H -0.06 0.06 0.01
H 0.17 0.28 0.19
C -2.64 0.55 0.79
H -0.28 0.12 0.05
C 0.39 0.24 -0.70
C 0.85 -1.00 0.11
O 1.16 0.29 -0.38
C 0.35 -1.05 0.60
C -0.75 0.37 -0.67
Cl -0.06 0.32 -0.40
H -0.40 -0.27 -0.11
O 3.18 0.23 -0.14
Cl 0.48 0.88 0.40
O -2.21 0.15 3.57
Cl 0.91 0.74 -0.10
O -0.02 -0.95 0.39
H 0.05 -0.04 -0.29
C -0.24 -0.84 0.45
H 0.17 0.42 0.11
H -0.02 0.66 0.50
H 0.21 -0.22 0.29
H 0.05 0.27 0.15
O -1.79 1.39 -1.74
H 0.45 0.09 0.05
O -0.06 -1.67 1.08
H 0.05 0.23 -0.22
C -0.59 1.11 -0.95
Cl -0.10 -1.13 0.74
H 0.31 -0.08 0.01
H 0.01 -0.16 -0.33
O 2.27 -0.90 -0.43
H 0.03 -0.15 -0.75
S -1.18 -0.01 -1.86
C -1.58 0.56 -0.28
H 0.10 0.37 -0.09
H 0.39 -0.28 0.26
O 2.60 0.47 -0.72
O -3.28 0.39 2.94
H 0.35 0.81 -0.25
C 0.59 0.20 -0.47
Cl 0.16 -0.20 -0.22
H 0.24 0.01 -0.02
H 0.58 -0.36 0.23
C -0.66 -0.15 0.35
H -0.52 -0.12 -0.41
S 2.20 -0.07 -0.71
S 0.84 -1.29 2.27
H 0.45 -0.09 -0.21
H 0.19 -0.14 0.34

Calculated values
**Maximum force**: 4.43 eV/Å
**HOMO-LUMO gap**: 10.91 eV
**Structure (SMILES)**: CCOS(C)(=O)=O.CCOS(C)(=O)=O.CCOS(C)(=O)=O.CCOS(C)(=O)=O.ClC(Cl)Cl.ClC(Cl)Cl

# 2
A structure of composition C14H34ClNO10S2, computed with ωB97M-V with the def2-TZVPD basis set.

Each line ends with the Mulliken charge.
Positions of all 62 atoms, in Å:
O 0.256 -5.168 -2.333  -0.6828
H -1.806 -2.208 -1.433  0.2630
H -0.324 2.780 0.620  0.3753
H -3.031 1.351 1.922  0.3645
O 0.545 5.573 0.025  -0.6492
C 0.104 -1.256 -2.569  0.5746
H -0.987 0.091 -1.396  -0.3257
H 1.044 1.976 0.049  0.5156
O -0.833 -3.527 -0.725  -0.5169
C -0.108 -1.657 0.710  0.6715
H -0.535 -1.116 -1.697  -0.8476
H -3.362 0.665 -0.900  0.3350
H 1.697 5.326 4.544  0.3855
H 3.095 4.403 3.954  0.3168
C 0.447 2.867 -0.145  -1.4548
H 2.823 6.014 3.276  0.3164
H -0.098 -1.047 -4.713  0.4185
H 2.603 -3.293 -1.735  0.5461
H 0.431 -1.709 -0.236  -1.4853
C -3.118 0.538 1.200  -0.6499
H -2.483 2.060 -0.334  0.5350
H -0.549 -3.720 0.542  0.3321
O 2.491 4.247 -1.036  -0.5618
H -1.463 -0.589 -3.845  0.3745
H 2.113 -4.185 -0.304  0.3711
C -2.619 0.991 -0.172  -1.2286
H 1.316 -4.749 1.817  0.4299
H 0.966 3.571 3.065  0.2626
O -0.008 1.118 -1.744  -0.6396
H 0.066 2.811 -1.165  0.7913
H -3.329 -1.639 -0.706  0.5112
H -0.073 0.516 -3.981  0.2347
H 1.121 -0.919 -2.368  0.8610
N -1.521 -1.046 0.403  0.6028
O 1.876 2.384 -1.450  -0.8408
C -2.340 -0.672 1.636  -0.6556
H -0.722 -3.206 2.205  0.5213
C -0.095 -3.106 1.319  -0.5283
S 1.462 4.438 -0.002  1.2741
H 1.743 -3.159 2.490  0.4063
C 1.827 -3.373 -0.973  -0.7732
C -1.289 0.288 -0.368  0.3401
O 2.075 0.290 -2.333  -0.8169
S 0.209 -3.836 -1.731  1.1140
C -0.376 -0.515 -3.803  -1.6896
C 2.330 5.130 3.679  -1.3232
H -1.625 -0.440 2.425  0.3655
C 1.443 4.454 2.640  -0.1226
H 1.990 -3.506 0.775  0.3122
H 0.625 5.139 2.418  0.3817
H 0.431 -1.114 1.486  0.6518
Cl 1.340 1.052 -1.322  1.7695
H -2.518 -3.031 -0.079  0.4244
H -4.163 0.305 0.997  0.4003
H 1.672 -2.438 -0.435  0.3527
O 2.211 4.311 1.482  -0.3134
O 0.113 -2.657 -2.915  -0.5183
C -2.338 -2.041 -0.496  -0.8425
C 1.328 -3.676 1.625  -1.5910
H -3.019 -1.455 1.972  0.4217
O 1.499 0.488 -0.020  -0.6021
H -0.560 0.876 0.191  0.5351

Cartesian forces, eV/Å:
O -0.07 2.64 0.83
H -1.12 0.86 0.40
H -0.67 1.26 0.36
H -0.23 -0.16 0.12
O 1.25 -1.06 0.12
C 0.33 -0.44 -0.45
H -1.98 -0.58 2.05
H -1.46 3.40 3.03
O 2.73 -3.82 -7.96
C -0.60 -1.54 1.69
H 0.58 -0.72 -1.14
H 0.19 0.04 -0.26
H 0.27 0.30 0.13
H 0.18 0.17 0.23
C -1.90 3.02 3.47
H -0.28 0.04 0.12
H 0.43 -0.28 0.14
H -0.38 0.17 -0.36
H -0.75 1.02 0.89
C -0.84 1.23 -0.33
H -0.11 0.03 0.36
H 0.71 -0.27 3.40
O -1.04 4.06 3.40
H -0.30 0.36 0.06
H -0.17 -0.20 -1.47
C 0.23 -0.22 -0.82
H -0.25 0.00 0.11
H 0.43 -0.62 -0.43
O 1.44 1.67 -3.22
H -0.77 1.52 1.35
H 0.05 0.74 0.28
H 0.11 -0.26 0.64
H -0.72 -1.27 -0.07
N 0.43 -1.88 -0.04
O 2.96 -4.06 -2.82
C 0.73 -0.17 -0.38
H 0.12 0.47 0.40
C 0.17 -0.15 1.62
S 0.14 -1.48 -1.22
H 0.16 -0.18 0.23
C -0.26 -0.89 -2.43
C -3.53 -1.72 2.66
O 0.98 0.57 1.51
S 0.39 0.61 -1.34
C -1.04 -0.68 -1.04
C -0.15 -1.01 -0.13
H -0.04 -0.06 -0.02
C -0.83 2.06 0.85
H -0.37 0.19 3.00
H -0.20 0.07 -0.06
H -0.38 1.08 -0.57
Cl 6.15 0.01 -7.52
H -0.02 0.82 0.63
H -0.10 -0.01 0.82
H 0.70 -0.47 -0.70
O 0.07 -0.78 -2.42
O -0.29 -3.31 0.88
C -1.59 1.96 0.11
C -0.32 1.37 0.95
H 0.46 -0.32 -0.21
O 0.72 -2.03 0.40
H -0.33 -1.09 0.19

Calculated values
**Maximum force**: 9.72 eV/Å
**HOMO-LUMO gap**: 9.15 eV
**ΔE to the lowest compared entry with this formula, charge and spin**: 13.1740 eV

# 3
A structure of composition C14H34F6N3O10S2V, computed with ωB97M-V with the def2-TZVPD basis set.

Each line ends with the Mulliken charge.
Positions of all 70 atoms, in Å:
H -4.783 -0.902 -1.733  0.3464
F 1.685 -6.046 -1.416  -0.2254
C 2.709 0.220 2.312  0.5766
N 1.585 -0.753 2.442  -0.1820
H -0.404 1.236 -2.887  0.1360
H -2.272 4.502 -3.328  0.3492
H 0.487 2.827 2.263  0.2384
C -1.332 4.596 -2.783  -1.7057
H -5.369 -0.629 1.473  0.3356
H -2.999 0.376 -0.312  -0.3547
C 3.558 0.047 3.604  -1.6735
H 0.908 3.865 -1.946  0.2932
H 3.914 -0.979 3.641  0.3734
F 1.439 -4.738 -3.058  -0.2152
C -4.490 -0.039 1.218  -1.3367
O 2.549 0.417 -0.019  0.2121
V 0.505 -0.893 0.348  1.1181
O 2.349 -2.425 -1.868  -0.6350
N 0.257 3.362 -1.349  -0.5159
H -3.395 -1.308 -0.151  0.1713
S 2.252 -3.424 -0.842  0.8446
F -0.753 -5.266 2.894  -0.2148
O 0.064 1.317 0.913  0.6130
C 1.285 -4.830 -1.749  0.6348
H 3.783 1.352 -1.320  0.2828
H 2.310 0.572 -2.074  0.1545
O 1.964 -3.536 2.810  -0.7427
F -0.010 -4.714 -1.430  -0.2114
F -1.319 -4.284 1.078  -0.1789
H 2.402 1.263 2.260  0.0622
H -2.316 1.805 1.949  0.1346
H -1.786 3.243 1.216  0.2800
C -0.207 1.987 2.140  -0.2112
C -0.941 3.247 -2.172  0.8125
C -1.594 2.616 2.089  -1.2033
H 1.986 -1.691 2.513  0.1184
H -3.552 0.900 -4.357  0.2795
C 3.466 0.014 0.988  -1.0576
H 2.924 0.355 4.435  0.4122
C -0.740 2.202 -3.276  -0.5205
F -0.851 -3.140 2.855  -0.2092
H 0.145 3.919 -0.510  0.2126
C -2.671 0.830 -3.722  -0.5379
O -0.915 -1.253 0.957  -0.4981
H 0.002 1.307 2.960  0.3690
O 0.253 -0.660 -1.207  -0.5705
N 1.288 -2.906 0.322  -0.0430
H -4.837 0.998 1.261  0.3444
H 3.757 -0.353 -1.568  0.3796
H -0.544 4.860 -3.493  0.3919
H 1.124 -0.707 3.344  0.2963
H 3.784 -1.014 0.771  0.2947
O -4.778 -0.126 -1.169  -0.5847
O 1.775 -5.406 1.306  -0.5413
H -2.114 -0.084 -3.948  0.2890
C -0.539 -4.208 2.141  0.7576
H -1.422 5.371 -2.022  0.4621
S 1.315 -4.089 1.651  0.8648
O -1.899 1.972 -4.033  -0.4441
H -1.767 2.905 -1.538  -0.0549
H -3.737 -0.129 2.005  0.2976
H -0.144 1.878 0.150  -0.3433
H -2.982 0.809 -2.675  0.1973
C -3.834 -0.308 -0.127  0.7828
C 3.105 0.493 -1.343  -0.8434
H -1.927 3.159 2.971  0.4330
H 0.035 2.584 -3.949  0.3709
H 4.373 0.773 3.630  0.4327
O 3.526 -3.980 -0.438  -0.6348
H 4.360 0.641 0.903  0.5343

Cartesian forces, eV/Å:
H 0.00 -0.01 -0.01
F 0.23 -0.02 0.39
C 1.17 -0.59 1.19
N 0.39 0.34 -1.41
H 0.26 0.18 0.36
H 0.03 0.10 -0.04
H 0.40 -0.18 -0.08
C 0.00 -0.54 -0.16
H 0.21 -0.42 -0.31
H 0.02 0.07 0.28
C -0.09 1.00 -1.19
H 0.49 -0.13 0.41
H 0.09 0.04 0.46
F -0.04 0.60 -0.10
C 0.35 0.83 0.19
O -0.78 -0.81 -0.32
V -1.66 0.41 0.03
O -0.61 0.28 0.43
N 0.43 -0.47 -0.39
H -0.09 -0.04 0.00
S 2.10 -0.93 -2.80
F 0.52 -0.50 0.09
O 0.17 -0.83 0.05
C 0.05 -0.09 0.68
H -0.27 0.32 -0.36
H -0.08 0.07 0.16
O -0.36 0.70 -0.16
F 0.02 0.10 -0.22
F 0.18 0.07 -0.18
H -0.66 -0.16 0.06
H -0.05 -0.03 0.15
H 0.60 0.21 -0.01
C -0.02 1.56 -0.49
C -1.13 0.28 0.31
C -1.10 -1.26 0.02
H 0.25 0.08 -0.15
H -0.04 -0.14 0.06
C -0.23 -0.03 -0.09
H -0.04 -0.56 0.20
C 0.21 -0.57 0.24
F 0.11 0.24 0.08
H -0.33 0.30 -0.21
C 0.26 0.12 0.16
O 0.77 0.10 -0.26
H -0.51 -0.19 -0.05
O 0.15 0.07 0.85
N 0.11 -1.60 2.23
H 0.04 0.06 -0.14
H -0.40 -0.32 0.05
H -0.07 0.27 -0.03
H -0.28 0.59 -0.15
H -0.02 -0.15 0.37
O -0.35 -0.02 -0.28
O -0.97 0.93 -0.72
H -0.01 -0.07 0.00
C 0.03 0.48 -0.41
H 0.00 0.01 0.00
S 0.11 -0.18 0.06
O -0.23 0.80 -0.48
H 0.01 -0.09 0.06
H -0.07 -0.21 0.06
H 0.40 0.08 -0.20
H -0.04 0.03 0.00
C -0.07 -0.30 0.24
C 1.01 0.19 0.67
H 0.43 0.05 0.12
H 0.01 -0.06 -0.13
H 0.29 -0.28 -0.14
O -1.32 0.14 0.55
H -0.01 0.10 0.41

Calculated values
**Maximum force**: 3.63 eV/Å
**HOMO-LUMO gap**: 9.27 eV
**ΔE to the lowest compared entry with this formula, charge and spin**: 0.6219 eV

- The highest maximum force belongs to which entry?
  C14H34ClNO10S2

- Among the records above, which one has the highest HOMO-LUMO gap?
  C14H34Cl6O12S4

- The highest HOMO-LUMO gap belongs to which entry?
  C14H34Cl6O12S4